83
Properties=species:S:1:pos:R:3:forces:R:3:lowdin_charge:R:1 method="wB97M-V/def2-TZVPD" smiles="CCCOCC1=CC(=O)C(C)=C([PH2]=O)C1=O.CCOP(=O)(OCC)OCC.CCOP(=O)(OCC)OCC" total_energy_ha=-2830.282287 homo_energy_ev=-9.8070 homo_lumo_gap_ev=8.40
C -3.384 2.090 -1.079 0.055 0.130 -0.480 -0.09
C -2.554 1.018 -1.810 0.357 -0.279 0.490 -0.21
C -1.497 0.321 -0.933 -1.338 -0.230 0.301 -0.21
O -0.818 1.240 -0.084 0.514 -0.328 -0.795 -0.15
C 0.548 1.412 -0.393 -0.067 0.767 0.848 -0.14
C 0.871 2.889 -0.409 0.481 -0.060 -0.375 -0.09
C 0.044 3.863 -0.057 -0.198 0.296 -0.008 0.08
C 0.489 5.286 -0.158 0.048 -0.120 -0.277 -0.31
O 0.044 6.177 0.523 -0.102 -0.057 -0.112 0.13
C 1.540 5.571 -1.219 0.498 0.075 -0.687 -0.16
C 1.635 6.935 -1.859 -0.310 0.343 0.813 -0.05
C 2.387 4.592 -1.577 -0.632 -0.386 -0.054 -0.19
P 3.662 4.889 -2.844 1.294 0.305 0.726 0.74
O 4.854 5.611 -2.344 0.012 0.086 0.125 -0.43
C 2.252 3.271 -0.871 0.201 -0.108 0.006 -0.32
O 3.198 2.540 -0.667 -0.211 0.169 -0.232 0.10
H -4.378 1.717 -0.832 0.064 0.057 0.016 0.07
H -2.931 2.473 -0.164 0.137 -0.186 -0.081 0.05
H -3.483 2.936 -1.765 -0.268 0.045 0.225 0.07
H -2.045 1.422 -2.689 -0.166 0.133 0.034 0.10
H -3.240 0.233 -2.143 0.191 0.047 -0.235 0.11
H -0.839 -0.287 -1.562 0.270 0.239 0.150 0.12
H -2.020 -0.383 -0.273 0.101 0.082 0.008 0.12
H 0.845 0.999 -1.363 -0.125 -0.184 0.096 0.13
H 1.129 0.942 0.411 0.269 -0.081 -0.342 0.15
H -0.959 3.639 0.290 0.102 0.175 0.160 0.12
H 1.219 6.943 -2.869 -0.113 -0.073 0.113 0.09
H 1.086 7.645 -1.235 -0.043 0.000 -0.208 0.08
H 2.665 7.292 -1.913 -0.016 -0.189 0.014 0.08
H 3.093 5.644 -3.898 -0.514 -0.628 0.086 0.03
H 4.010 3.614 -3.340 -0.567 0.131 -0.150 0.01
C -7.923 -4.038 1.857 0.082 -0.013 0.006 -0.09
C -8.092 -2.530 1.806 -0.116 -0.073 -0.128 -0.29
O -7.226 -1.863 2.722 0.248 -1.060 -0.753 -0.21
P -5.607 -1.816 2.408 -3.829 5.487 6.064 0.66
O -5.614 -0.718 1.375 1.757 -3.116 -2.799 -0.23
O -5.170 -0.778 3.626 0.964 -0.446 0.088 -0.28
C -4.446 0.427 3.381 -0.158 0.277 0.019 -0.29
C -5.389 1.613 3.343 -0.168 0.053 0.097 -0.07
O -5.380 -3.052 3.488 0.953 -0.739 -2.448 -0.22
C -4.383 -3.044 4.526 0.575 -0.353 0.141 -0.26
C -4.999 -2.619 5.841 -0.444 0.107 0.024 -0.07
H -6.934 -4.336 1.496 -0.022 -0.014 -0.032 0.07
H -8.672 -4.530 1.236 0.014 0.024 -0.015 0.08
H -8.016 -4.401 2.880 -0.047 0.022 0.000 0.08
H -7.917 -2.155 0.792 -0.024 0.036 0.016 0.11
H -9.110 -2.263 2.087 0.065 0.108 0.082 0.12
H -3.860 0.360 2.466 -0.110 -0.029 -0.064 0.10
H -3.737 0.551 4.204 -0.052 -0.133 0.072 0.12
H -6.209 1.448 2.645 0.129 -0.058 -0.132 0.07
H -4.860 2.523 3.057 0.016 -0.006 0.020 0.08
H -5.839 1.767 4.326 0.060 0.025 0.012 0.08
H -3.530 -2.426 4.252 -0.101 0.122 0.001 0.11
H -4.018 -4.068 4.624 -0.071 -0.022 -0.202 0.12
H -5.468 -1.640 5.774 0.146 0.047 -0.104 0.07
H -4.240 -2.585 6.623 0.052 -0.114 -0.048 0.08
H -5.783 -3.318 6.137 0.120 -0.112 0.031 0.08
C 4.305 0.766 -2.818 0.236 -0.213 0.010 -0.09
C 3.554 -0.551 -2.868 -0.208 0.274 -0.079 -0.28
O 4.421 -1.671 -2.698 0.299 0.579 0.771 -0.19
P 5.064 -1.947 -1.221 0.226 -4.811 -4.492 0.58
O 3.907 -2.399 -0.396 0.888 2.832 1.627 -0.23
O 5.786 -3.398 -1.489 0.316 0.589 0.321 -0.25
C 5.514 -4.538 -0.677 -0.226 -0.328 -0.031 -0.29
C 4.503 -5.441 -1.353 -0.029 -0.048 -0.210 -0.07
O 6.449 -1.140 -1.546 -1.459 0.691 1.717 -0.20
C 7.760 -1.663 -1.257 0.537 0.089 0.299 -0.26
C 8.361 -2.286 -2.497 -0.221 -0.028 -0.346 -0.07
H 4.717 0.946 -1.825 -0.067 0.090 -0.011 0.07
H 3.640 1.592 -3.063 -0.059 -0.060 0.017 0.04
H 5.140 0.762 -3.521 -0.065 -0.037 -0.076 0.09
H 2.767 -0.577 -2.106 0.023 -0.041 -0.002 0.10
H 3.078 -0.670 -3.842 0.063 -0.170 0.010 0.12
H 5.181 -4.247 0.318 -0.111 0.122 -0.073 0.10
H 6.458 -5.077 -0.551 0.077 0.124 -0.106 0.12
H 3.609 -4.889 -1.643 -0.009 0.083 0.185 0.08
H 4.212 -6.263 -0.697 0.027 0.002 0.004 0.08
H 4.925 -5.859 -2.269 0.026 -0.035 0.042 0.08
H 7.733 -2.357 -0.419 -0.116 -0.085 -0.074 0.11
H 8.377 -0.816 -0.952 -0.205 0.093 0.048 0.12
H 7.731 -3.075 -2.901 -0.042 -0.062 0.180 0.07
H 9.341 -2.708 -2.274 0.024 0.095 0.058 0.08
H 8.466 -1.539 -3.285 0.112 0.065 0.088 0.08